Entry 1:
C4H9P | ωB97M-V with the def2-TZVPD basis set

Values from the calculation:
ΔE to the lowest compared entry with this formula, charge and spin: 30.5 kcal/mol
Total charge: 0
E_HOMO: -8.80 eV
HOMO-LUMO gap: 10.06 eV

Structure (XYZ):
```
14
Properties=species:S:1:pos:R:3:mulliken_charge:R:1
C 0.1480 -0.0471 1.2063 -0.75
C 0.6950 0.0609 -0.1934 0.22
C 2.0578 -0.5576 -0.4511 -0.96
C -2.1539 0.4242 -0.3129 -1.17
P -0.9284 -0.9652 0.0339 0.03
H 0.7022 -0.6951 1.9737 0.26
H -0.4903 0.7475 1.5439 0.30
H 0.3630 1.1817 -0.9688 0.16
H 1.9109 -1.0893 -1.4956 0.24
H 2.1538 -1.1705 0.3814 0.31
H 2.8129 0.2599 -0.4618 0.29
H -1.8207 1.3978 -0.4144 0.44
H -2.8025 0.2954 0.4656 0.35
H -2.6477 0.1574 -1.3067 0.30
```

---

Entry 2:
C4H9S | ωB97M-V with the def2-TZVPD basis set

Values from the calculation:
ΔE to the lowest compared entry with this formula, charge and spin: 0.7 kcal/mol
Total charge: -1
E_HOMO: -2.64 eV
HOMO-LUMO gap: 6.45 eV

Structure (XYZ):
```
14
Properties=species:S:1:pos:R:3:mulliken_charge:R:1
S -0.2648 -1.0625 -2.2341 -0.83
H -0.5496 -1.8960 -3.2477 -0.09
C -0.6508 -0.6647 1.1872 -1.21
C 0.1178 0.6201 1.2497 1.05
C 0.1484 1.3732 2.3483 -1.01
C 0.9330 1.0410 0.0436 -1.25
H -1.5186 -0.5451 0.5377 0.26
H -1.0320 -0.9173 2.1802 0.35
H -0.0212 -1.4392 0.7548 0.29
H 0.7157 2.2973 2.4095 0.26
H -0.3674 1.0906 3.2619 0.26
H 1.6694 1.7718 0.3791 0.36
H 0.2584 1.3666 -0.7447 0.26
H 1.4826 0.2003 -0.3812 0.30
```

---

Entry 3:
C4HBrClI | ωB97M-V with the def2-TZVPD basis set

Values from the calculation:
ΔE to the lowest compared entry with this formula, charge and spin: 0.0 kcal/mol
Total charge: 0
E_HOMO: -9.03 eV
HOMO-LUMO gap: 8.71 eV

Structure (XYZ):
```
8
Properties=species:S:1:pos:R:3:mulliken_charge:R:1
C -0.5382 0.2766 -1.0155 -0.43
C -0.1169 -0.0967 0.3266 0.45
C -1.0932 0.6529 -2.0211 0.07
C 1.0146 -0.0556 1.1638 -0.40
Cl -1.4506 -1.0841 0.9313 -0.21
Br 2.6496 0.7225 0.5823 -0.09
I 1.1178 -1.0094 2.9782 0.20
H -1.5831 0.5939 -2.9456 0.40
```

---

Entry 4:
C4HCl3 | ωB97M-V with the def2-TZVPD basis set

Values from the calculation:
ΔE to the lowest compared entry with this formula, charge and spin: 88.3 kcal/mol
Total charge: 0
E_HOMO: -9.40 eV
HOMO-LUMO gap: 8.34 eV

Structure (XYZ):
```
8
Properties=species:S:1:pos:R:3:mulliken_charge:R:1
C 0.5482 -2.1596 -0.1962 -0.07
C 0.6910 -0.9140 -0.1604 0.04
C 1.2478 0.5590 -0.4823 0.23
C 0.4684 0.4248 0.5235 -0.03
Cl 2.2713 1.2863 -1.5600 -0.10
Cl -2.8058 0.5345 -0.1478 -0.29
Cl -0.1590 1.0088 1.9625 -0.06
H -2.2618 -0.7398 0.0608 0.29
```

---

Entry 5:
C4HClNO2 | ωB97M-V with the def2-TZVPD basis set

Values from the calculation:
ΔE to the lowest compared entry with this formula, charge and spin: 28.3 kcal/mol
Total charge: -1
E_HOMO (alpha / beta): -4.19 / -4.19 eV
HOMO-LUMO gap (alpha / beta): 7.55 / 7.55 eV

Structure (XYZ):
```
9
Properties=species:S:1:pos:R:3:mulliken_charge:R:1
C 1.4491 0.5999 0.3124 -0.38
C 0.5567 0.7643 -0.6126 0.12
C -0.4316 0.2069 0.4321 0.57
C -1.5795 -0.8921 0.2255 0.51
N 0.5235 0.0264 1.2775 -0.63
O -0.8985 -1.5842 -0.5525 -0.61
O -2.6885 -1.0257 0.7002 -0.68
Cl 0.5703 1.4860 -2.1704 -0.25
H 2.4985 0.4185 0.3878 0.35
```

---

Entry 6:
C4HClNOS | ωB97M-V with the def2-TZVPD basis set

Values from the calculation:
ΔE to the lowest compared entry with this formula, charge and spin: 21.0 kcal/mol
Total charge: -1
E_HOMO (alpha / beta): -4.61 / -4.67 eV
HOMO-LUMO gap (alpha / beta): 7.15 / 6.73 eV

Structure (XYZ):
```
9
Properties=species:S:1:pos:R:3:mulliken_charge:R:1
C -2.9613 1.4668 -0.7076 -0.67
C -3.9085 0.7498 -0.4456 0.26
C -1.1278 -0.8719 -0.2796 0.28
C -5.1173 0.0910 0.1575 0.40
N -1.5717 -1.0005 -1.4131 -0.34
O -5.6574 0.5084 1.2003 -0.62
S -5.3052 -1.1823 -0.8544 -0.35
Cl 0.3265 -1.0576 0.5781 -0.18
H -1.2413 -1.3886 -2.3110 0.22
```

---

Entry 7:
C4HF3 | ωB97M-V with the def2-TZVPD basis set

Values from the calculation:
ΔE to the lowest compared entry with this formula, charge and spin: 27.6 kcal/mol
Total charge: 0
E_HOMO (alpha / beta): -11.13 / -11.13 eV
HOMO-LUMO gap (alpha / beta): 8.48 / 8.48 eV

Structure (XYZ):
```
8
Properties=species:S:1:pos:R:3:mulliken_charge:R:1
C 1.1790 2.3169 -0.6923 -0.31
C 1.1323 1.0969 -0.4167 -0.01
C 0.6018 0.1029 0.2839 -0.20
C -0.6091 -0.6076 -0.0772 0.92
F -1.6214 0.3191 -0.2356 -0.22
F -0.6804 -1.2422 -1.2604 -0.22
F -0.9829 -1.5305 0.8582 -0.25
H 0.9808 -0.4554 1.5400 0.30
```

---

Entry 8:
C4HF3 | ωB97M-V with the def2-TZVPD basis set

Values from the calculation:
ΔE to the lowest compared entry with this formula, charge and spin: 52.0 kcal/mol
Total charge: 0
E_HOMO: -10.27 eV
HOMO-LUMO gap: 10.75 eV
SMILES string: FC#CF.C#CF

Structure (XYZ):
```
8
Properties=species:S:1:pos:R:3:mulliken_charge:R:1
F -1.1567 -2.4717 -1.4646 -0.21
C -0.5810 -1.9361 -0.4510 0.10
C 0.0444 -1.9356 0.5822 0.31
F 0.6359 -1.5173 1.5837 -0.21
C 0.7881 2.0650 0.4072 -0.26
C -0.0396 1.6663 -0.3731 0.11
F -0.9772 1.3412 -1.1887 -0.21
H 1.2861 2.7882 0.9044 0.37
```

---

Entry 9:
C4HIN2 | ωB97M-V with the def2-TZVPD basis set

Values from the calculation:
ΔE to the lowest compared entry with this formula, charge and spin: 84.8 kcal/mol
Total charge: 0
E_HOMO: -10.62 eV
HOMO-LUMO gap: 7.95 eV

Structure (XYZ):
```
8
Properties=species:S:1:pos:R:3:mulliken_charge:R:1
C 0.7016 1.2536 -1.1064 0.10
C 1.3425 -1.3847 0.5431 -0.11
C -1.2141 0.2087 0.2221 -0.12
C -0.0110 0.3803 -0.2400 0.10
N 1.2363 1.9632 -1.8501 -0.31
N 1.8217 -2.2193 1.1213 -0.31
I -1.8773 -1.1796 1.5345 0.29
H -1.9998 0.9778 -0.2244 0.35
```

---

Entry 10:
C4HLi2O4 | ωB97M-V with the def2-TZVPD basis set

Values from the calculation:
ΔE to the lowest compared entry with this formula, charge and spin: 48.2 kcal/mol
Total charge: +1
E_HOMO: -13.80 eV
HOMO-LUMO gap: 9.66 eV

Structure (XYZ):
```
11
Properties=species:S:1:pos:R:3:mulliken_charge:R:1
O 3.0567 0.2846 -0.5741 -0.12
C 4.0031 0.6973 -1.0348 0.07
C -0.8189 0.4845 1.5025 -0.87
C -0.8759 -0.6586 1.9687 0.34
H -0.6500 -1.4701 2.6424 0.39
Li 1.2862 -0.2392 0.4814 0.99
O -2.2235 -0.3132 -0.9655 -0.62
C -1.2976 0.4804 -0.7180 1.09
O -0.1222 0.1450 -1.0287 -0.87
O -1.4314 1.1183 0.5028 -0.28
Li -0.9265 -0.5290 -2.7767 0.89
```

---

Entry 11:
C4HLiMnO4 | ωB97M-V with the def2-TZVPD basis set

Values from the calculation:
Spin multiplicity: 6
ΔE to the lowest compared entry with this formula, charge and spin: 0.0 kcal/mol
⟨S²⟩: 8.76
Total charge: +2
E_HOMO (alpha / beta): -17.72 / -17.69 eV
HOMO-LUMO gap (alpha / beta): 6.12 / 5.86 eV

Structure (XYZ):
```
11
Properties=species:S:1:pos:R:3:lowdin_spin:R:1
O -0.8840 3.2926 0.5010 0.00
C -0.3942 4.2673 0.2013 0.00
C -0.6222 -0.1298 -0.6510 0.01
C -0.6020 -1.3694 -0.2212 0.00
H -1.2601 -2.0675 0.2806 0.00
Li -1.5197 1.2939 0.8040 0.00
O 1.1993 -1.6018 0.1648 0.03
C 1.3537 -0.3578 0.2203 0.01
O 1.7346 0.4589 1.0789 0.08
O 0.7568 0.2123 -0.8433 0.03
Mn 3.0564 0.9792 -0.3573 4.83
```

---

Entry 12:
C4HLiO4Pt | ωB97M-V with the def2-TZVPD basis set

Values from the calculation:
Spin multiplicity: 3
⟨S²⟩: 2.01
Total charge: +2
E_HOMO (alpha / beta): -19.12 / -19.11 eV
HOMO-LUMO gap (alpha / beta): 8.17 / 5.97 eV

Structure (XYZ):
```
11
Properties=species:S:1:pos:R:3:lowdin_spin:R:1
O 0.6816 -1.4386 -2.6018 0.00
C 0.6161 -1.6439 -3.7123 0.00
C 0.9532 0.4456 1.4937 0.00
C 1.3783 -0.6000 1.9339 0.00
H 1.9316 -1.4733 2.2393 0.00
Li 0.5987 -0.9902 -0.5712 0.00
O -2.0405 1.7641 0.7769 0.21
C -1.0255 1.0803 0.6025 0.02
O -0.9159 0.2512 -0.3493 0.23
O 0.0687 1.4093 1.3172 0.00
Pt -2.2464 1.1955 -1.1290 1.54
```

---

Entry 13:
C4HN3 | ωB97M-V with the def2-TZVPD basis set

Values from the calculation:
ΔE to the lowest compared entry with this formula, charge and spin: 6.9 kcal/mol
Total charge: 0
E_HOMO: -13.09 eV
HOMO-LUMO gap: 12.89 eV
SMILES string: N#CC(C#N)C#N

Structure (XYZ):
```
8
Properties=species:S:1:pos:R:3:mulliken_charge:R:1
N -1.1745 2.3318 -0.2123 -0.35
C -0.4686 1.3647 -0.2275 0.03
C 0.2977 0.2341 0.3370 0.85
C 1.2204 -0.4404 -0.5228 -0.03
N 1.9338 -0.9336 -1.2666 -0.31
C -0.5990 -0.8602 0.7473 -0.12
N -1.2617 -1.7138 1.0182 -0.27
H 0.8134 0.4199 1.2202 0.20
```

---

Entry 14:
C4HNO | ωB97M-V with the def2-TZVPD basis set

Values from the calculation:
ΔE to the lowest compared entry with this formula, charge and spin: 3.6 kcal/mol
Total charge: 0
E_HOMO: -11.59 eV
HOMO-LUMO gap: 10.27 eV
SMILES string: C#CC(=O)C#N

Structure (XYZ):
```
7
Properties=species:S:1:pos:R:3:mulliken_charge:R:1
C 1.9496 0.2620 -0.1191 0.19
C 0.7814 -0.0186 -0.0321 -0.23
C -0.5703 -0.5318 0.0534 0.19
O -0.8146 -1.7138 0.0868 -0.39
C -1.6917 0.4280 0.0901 0.17
N -2.6455 1.0814 0.1232 -0.31
H 2.9911 0.4928 -0.2023 0.37
```

---

Entry 15:
C4HNO | ωB97M-V with the def2-TZVPD basis set

Values from the calculation:
ΔE to the lowest compared entry with this formula, charge and spin: 7.0 kcal/mol
Total charge: 0
E_HOMO: -11.47 eV
HOMO-LUMO gap: 10.18 eV
SMILES string: C#CC(=O)C#N

Structure (XYZ):
```
7
Properties=species:S:1:pos:R:3:mulliken_charge:R:1
C 2.0070 0.2220 -0.1307 0.05
C 0.8170 0.0924 0.0198 -0.20
C -0.5480 -0.4010 0.0962 0.29
O -0.7673 -1.5887 0.0785 -0.37
C -1.7479 0.4630 0.1265 0.19
N -2.8259 0.8836 0.0802 -0.33
H 3.0651 0.3289 -0.2705 0.37
```

---

Entry 16:
C4HNS | ωB97M-V with the def2-TZVPD basis set

Values from the calculation:
ΔE to the lowest compared entry with this formula, charge and spin: 42.6 kcal/mol
Total charge: 0
E_HOMO: -9.98 eV
HOMO-LUMO gap: 7.85 eV
SMILES string: C#CC(=S)C#N

Structure (XYZ):
```
7
Properties=species:S:1:pos:R:3:mulliken_charge:R:1
C -1.8698 0.2099 0.1558 -0.03
C -0.7252 -0.3293 -0.2383 -0.24
C 0.6666 -0.2854 -0.6031 0.13
S 1.1916 -0.3172 -2.1559 -0.15
C 1.6074 0.0567 0.7015 0.25
N 1.9727 0.0278 1.8582 -0.36
H -2.8433 0.6375 0.2817 0.39
```

---

Entry 17:
C4O3 | ωB97M-V with the def2-TZVPD basis set

Values from the calculation:
ΔE to the lowest compared entry with this formula, charge and spin: 91.3 kcal/mol
Total charge: 0
E_HOMO: -9.63 eV
HOMO-LUMO gap: 7.36 eV

Structure (XYZ):
```
7
Properties=species:S:1:pos:R:3:mulliken_charge:R:1
C 0.7452 -0.1645 -0.5557 -0.76
C 0.6292 -1.0496 0.3457 0.82
C -1.1176 0.4632 -0.1793 0.48
C 0.0766 1.1119 -0.4954 0.49
O -1.5964 -0.4316 0.3478 -0.23
O 0.5189 2.2002 -0.2620 -0.42
O 0.7441 -2.1297 0.7989 -0.39
```

---

Entry 18:
C4O4Sr | ωB97M-V with the def2-TZVPD basis set

Values from the calculation:
ΔE to the lowest compared entry with this formula, charge and spin: 26.0 kcal/mol
Total charge: +2
E_HOMO: -19.82 eV
HOMO-LUMO gap: 9.76 eV

Structure (XYZ):
```
9
Properties=species:S:1:pos:R:3:mulliken_charge:R:1
O -0.7882 -3.2875 0.1625 -0.12
C 0.1232 -2.5761 0.1412 0.14
Sr 2.0155 1.5910 -0.0727 1.90
C -0.3750 0.5934 1.2165 0.10
C -0.3148 0.4675 -1.2625 0.07
O -1.4735 0.3288 1.5594 -0.04
O -1.3946 0.1534 -1.6361 -0.03
O -1.2064 3.3970 -0.2068 0.10
C -0.1284 2.9410 -0.1626 -0.13
```

---

Entry 19:
C4Si | ωB97M-V with the def2-TZVPD basis set

Values from the calculation:
ΔE to the lowest compared entry with this formula, charge and spin: 0.0 kcal/mol
Total charge: 0
E_HOMO: -10.48 eV
HOMO-LUMO gap: 8.11 eV

Structure (XYZ):
```
5
Properties=species:S:1:pos:R:3:mulliken_charge:R:1
C 0.9784 2.5030 1.0474 0.07
C 0.6463 1.4120 0.5403 -0.38
C -1.6919 -2.0774 -0.4375 0.00
C -0.1110 -1.6873 -0.9701 -0.25
Si 0.1781 -0.1502 -0.1801 0.55
```